Record 1
Computed, not measured: C29H65B2Br8FN4O7P as an isolated structure in a non-equilibrium geometry, with the ωB97M-V functional and the def2-TZVPD basis.

XYZ file:
```
117
Properties=species:S:1:pos:R:3:forces:R:3
C -0.551 -0.014 2.985 -0.2 0.0 0.2
C -1.888 -0.777 3.176 0.3 1.0 -0.5
B -2.497 -1.402 1.864 0.0 -0.9 1.0
O -3.408 -2.451 1.960 2.4 -0.4 -0.3
N -2.106 -1.026 0.466 0.8 0.5 0.0
C -2.162 0.439 0.225 -0.4 0.0 0.1
P -0.871 1.263 -0.746 0.3 0.8 -0.8
O -0.439 0.548 -1.945 0.1 -0.7 0.1
O -1.501 2.686 -1.146 -0.4 -0.6 0.6
O 0.275 1.632 0.290 -0.3 0.1 -0.2
C -1.149 -1.840 -0.150 -0.2 0.1 -0.3
N 0.031 -2.170 0.509 -0.4 -0.2 -0.2
C 0.125 -3.556 1.020 0.0 0.1 0.0
C 0.115 -3.698 2.550 0.0 -0.8 0.0
C -1.095 -4.484 3.119 0.7 0.3 0.6
C -0.685 -5.792 3.826 -0.5 -0.3 -0.3
O -1.598 -6.856 3.582 -0.1 0.1 0.1
C 1.284 -1.645 -0.069 0.9 -0.4 0.5
C 2.348 -1.444 1.033 -0.1 0.5 -0.2
C 3.092 -0.126 0.863 1.0 -0.4 0.1
C 3.920 -0.028 -0.449 -0.9 1.0 0.4
C 3.344 1.068 -1.359 0.3 -0.2 0.2
C 4.194 1.341 -2.596 -0.9 -0.2 -0.4
C 3.376 1.903 -3.785 0.8 0.3 -0.1
C 3.965 3.203 -4.374 -0.4 0.0 -0.4
C 2.942 4.317 -4.368 0.5 0.5 0.2
O 2.762 4.719 -3.018 -0.5 -0.4 -0.1
C 1.581 5.464 -2.804 0.4 0.4 0.2
N -1.488 -2.326 -1.304 0.2 -0.3 -0.2
B -2.865 -2.016 -1.898 -0.8 0.3 -0.3
N -2.942 -1.196 -3.082 0.4 -0.1 0.5
O -3.939 -2.585 -1.270 0.9 0.2 0.7
C -0.638 -3.213 -2.099 0.0 -0.7 -0.7
F -0.286 -2.568 -3.258 0.1 0.2 0.2
C -1.390 -4.485 -2.482 0.6 -0.3 0.4
C -0.415 -5.668 -2.717 -0.8 0.2 -0.3
H -0.625 1.041 3.238 -0.1 0.1 0.1
H 0.207 -0.420 3.650 0.2 -0.1 -0.1
H -0.172 -0.049 1.969 0.2 -0.2 0.0
H -1.779 -1.509 3.972 -0.3 -0.3 -0.1
H -2.608 -0.052 3.553 -0.1 -0.1 0.2
H -3.123 -3.067 1.267 -1.0 -0.2 -0.3
H -2.212 0.953 1.187 0.1 -0.1 0.1
H -3.116 0.676 -0.259 0.0 0.0 -0.2
H -2.387 2.806 -0.781 0.1 0.4 -0.1
H 0.702 2.457 -0.005 0.2 0.0 0.3
H 1.040 -3.988 0.610 0.1 0.0 0.0
H -0.689 -4.162 0.607 -0.1 0.1 -0.1
H 0.994 -4.288 2.813 0.2 0.2 0.0
H 0.236 -2.743 3.052 -0.1 0.2 -0.2
H -1.833 -4.720 2.353 -0.1 0.1 -0.1
H -1.559 -3.856 3.875 -0.5 0.0 -0.2
H -0.722 -5.648 4.902 0.3 0.0 0.1
H 0.316 -6.118 3.530 0.1 0.2 0.0
H -1.790 -6.891 2.640 0.1 -0.1 0.0
H 1.718 -2.379 -0.758 -0.3 0.0 -0.2
H 1.140 -0.740 -0.648 -0.4 0.1 0.1
H 3.078 -2.253 0.985 0.0 -0.1 0.1
H 1.894 -1.477 2.023 -0.2 0.0 0.0
H 2.434 0.731 0.981 -0.2 -0.1 -0.1
H 3.809 -0.058 1.685 -0.1 0.0 0.2
H 3.929 -0.980 -0.979 0.3 -0.1 0.0
H 4.922 0.289 -0.170 0.3 -0.4 -0.2
H 3.282 1.985 -0.767 -0.1 0.1 0.0
H 2.321 0.797 -1.630 -0.1 0.0 -0.2
H 4.988 2.047 -2.368 0.2 -0.1 0.2
H 4.631 0.397 -2.925 0.3 0.0 0.1
H 2.342 2.114 -3.511 -0.1 -0.2 0.2
H 3.374 1.161 -4.582 -0.3 -0.1 0.0
H 4.851 3.535 -3.836 0.0 0.0 0.1
H 4.273 3.068 -5.412 0.1 -0.1 0.0
H 3.285 5.176 -4.958 0.1 0.0 0.0
H 1.995 3.989 -4.803 -0.1 -0.1 0.0
H 0.818 5.287 -3.564 0.0 -0.2 0.0
H 1.199 5.218 -1.815 -0.1 0.0 -0.1
H 1.818 6.533 -2.814 -0.1 0.1 0.0
H -3.311 -1.680 -3.892 -0.2 0.2 -0.1
H -3.472 -0.346 -2.922 0.0 0.1 -0.4
H -4.556 -1.895 -0.992 -0.5 -0.4 -0.3
H 0.286 -3.484 -1.603 -0.1 0.3 0.5
H -2.062 -4.765 -1.671 -0.3 0.2 -0.1
H -1.950 -4.293 -3.395 -0.3 0.2 0.1
H -0.663 -6.119 -3.672 0.3 -0.1 -0.1
H -0.587 -6.431 -1.965 0.3 -0.1 0.1
H 0.622 -5.347 -2.729 0.1 -0.1 0.0
Br -3.853 1.163 -5.961 0.0 0.0 0.0
C -1.971 1.072 -6.458 0.0 -0.2 0.1
C -1.073 1.208 -5.255 0.1 0.1 0.0
Br -0.982 3.050 -4.639 0.0 0.0 0.0
H -1.809 1.849 -7.199 0.0 0.0 0.0
H -1.839 0.097 -6.921 0.0 0.0 0.0
H -0.051 0.937 -5.513 0.0 0.0 0.0
H -1.400 0.612 -4.408 0.0 0.0 0.0
Br 0.021 5.205 0.658 -0.1 -0.2 0.1
C 1.043 5.848 2.187 -0.1 0.2 0.0
C 2.270 6.596 1.742 0.3 -0.1 0.0
Br 3.650 5.378 1.116 -0.1 0.0 -0.1
H 1.281 4.983 2.795 0.0 -0.1 0.0
H 0.368 6.501 2.735 0.0 0.0 0.0
H 2.709 7.134 2.578 0.0 0.0 0.0
H 2.068 7.287 0.930 0.0 0.0 0.0
Br 5.403 1.526 5.686 -0.1 0.1 0.0
C 3.589 1.063 6.204 0.3 -0.1 0.0
C 2.799 0.540 5.035 -0.2 0.1 0.0
Br 2.252 1.974 3.838 0.1 0.1 0.0
H 3.148 1.952 6.642 -0.1 0.0 0.0
H 3.691 0.293 6.966 0.0 0.0 0.0
H 1.873 0.079 5.376 0.0 0.0 0.0
H 3.360 -0.170 4.435 0.0 0.0 0.0
Br -7.125 0.154 5.274 0.1 0.0 0.0
C -6.778 1.287 3.734 -0.2 -0.1 0.2
C -6.693 0.480 2.465 0.3 0.3 -0.1
Br -5.005 -0.507 2.326 -1.8 0.7 0.0
H -5.864 1.833 3.945 0.0 0.0 -0.1
H -7.613 1.982 3.688 0.0 0.0 -0.1
H -6.724 1.136 1.598 0.0 0.0 0.0
H -7.476 -0.265 2.385 0.0 0.0 0.0
```
Positions in Å, forces in eV/Å.

## Properties
ΔE to the lowest compared entry with this formula, charge and spin, eV: 0.000
Charge: +1

These are the Löwdin partial charges, in e, on atoms 1 to 5: C -0.13; C -0.13; B -0.72; O -0.01; N 0.07

---

Record 2
Computed, not measured: C29H65Br15O12 as an isolated structure in a non-equilibrium geometry, with the ωB97M-V functional and the def2-TZVPD basis.

XYZ file:
```
121
Properties=species:S:1:pos:R:3:forces:R:3
C 6.430 1.370 1.170 0.0 -0.1 0.3
Br 6.964 2.718 2.601 -0.4 -1.4 -1.2
Br 6.133 -0.495 1.754 0.3 1.1 0.2
Br 7.638 1.325 -0.360 -0.3 0.3 0.6
H 5.451 1.676 0.800 0.3 0.2 0.2
C -0.697 2.366 4.835 -0.1 -1.2 -0.4
Br 0.260 0.790 5.593 -0.8 0.8 0.1
Br -2.335 2.868 5.830 1.2 -0.4 -0.6
Br -1.055 1.868 2.922 0.1 0.8 1.3
H 0.025 3.182 4.879 -0.3 -0.1 -0.1
C -2.320 -2.311 -6.129 0.9 -0.9 0.0
Br -4.080 -3.139 -6.212 0.6 0.4 0.0
Br -1.387 -2.322 -7.852 -0.6 0.2 0.4
Br -1.117 -3.316 -4.905 -0.8 0.5 -0.3
H -2.387 -1.282 -5.778 0.0 -0.3 0.0
C 4.631 -3.645 -1.063 -0.8 0.7 0.3
Br 2.816 -4.438 -1.418 1.5 0.4 0.2
Br 5.118 -3.865 0.835 -0.2 -0.2 -1.1
Br 4.620 -1.742 -1.515 -0.1 -0.6 0.1
H 5.398 -4.028 -1.736 -0.4 -0.5 0.4
C 3.615 6.274 0.087 -0.1 0.3 0.5
Br 4.649 4.586 0.110 -0.7 1.2 0.1
Br 3.826 7.451 1.682 0.1 -0.9 -0.6
Br 1.661 6.031 -0.165 1.3 0.0 -0.2
H 4.063 6.887 -0.696 -0.5 -0.4 -0.1
C 3.192 3.384 6.285 0.5 0.4 0.2
O 2.430 3.345 5.068 0.1 -0.2 2.4
C 3.031 4.135 4.080 -0.3 -0.6 -0.6
C 2.422 3.680 2.776 0.2 -0.9 0.0
O 3.064 2.493 2.216 -0.7 0.5 0.7
C 3.175 1.444 3.194 1.1 0.1 0.4
H 3.621 4.366 6.481 0.0 0.4 -0.4
H 4.052 2.715 6.273 0.0 -0.3 -0.4
H 2.676 3.188 7.224 -0.9 -0.4 -0.6
H 4.096 3.906 4.041 0.3 0.6 0.1
H 2.768 5.175 4.272 0.5 0.3 -0.1
H 2.423 4.513 2.073 0.2 -0.5 -0.3
H 1.391 3.403 2.996 -0.3 0.1 -0.2
H 3.457 0.485 2.760 -0.5 0.2 -0.7
H 2.372 1.332 3.922 -0.4 0.1 -0.7
H 4.050 1.638 3.815 0.3 0.3 0.3
C -1.812 -4.725 -0.817 -0.9 -0.7 0.2
O -2.300 -6.076 -0.847 0.4 0.3 -0.5
C -2.252 -6.720 -2.129 0.9 -0.3 0.7
C -0.811 -6.901 -2.732 0.2 1.1 1.4
O 0.078 -7.851 -2.097 -0.5 -0.5 -0.1
C 0.395 -7.597 -0.705 -0.8 0.7 -0.5
H -0.731 -4.703 -0.954 0.0 0.2 0.2
H -2.150 -4.319 0.136 0.5 -0.1 0.2
H -2.310 -4.095 -1.554 0.1 -0.1 -0.5
H -2.927 -6.184 -2.796 0.2 0.2 -0.5
H -2.703 -7.693 -1.934 0.1 -0.1 -0.1
H -0.289 -5.946 -2.668 -0.1 0.6 0.4
H -0.842 -6.970 -3.819 -0.1 -1.2 0.1
H 1.072 -8.312 -0.238 -0.1 -0.5 -0.8
H -0.516 -7.570 -0.108 0.0 0.1 0.0
H 0.896 -6.633 -0.615 0.0 0.3 0.0
C 0.052 -1.743 -1.890 -0.6 -0.3 0.1
O -0.415 -1.166 -0.654 0.3 -0.3 -0.8
C -0.659 0.232 -0.702 1.1 -0.4 0.0
C 0.613 1.006 -0.267 -1.9 1.0 0.1
O 1.696 0.689 -1.071 1.2 -0.2 0.7
C 2.993 0.990 -0.504 -0.2 0.2 -1.7
H 0.264 -2.793 -1.684 0.0 0.1 0.1
H 0.933 -1.318 -2.370 0.2 0.4 0.6
H -0.719 -1.727 -2.661 -0.3 0.2 0.2
H -1.538 0.444 -0.093 0.3 0.1 0.6
H -0.985 0.537 -1.697 0.3 0.0 -0.4
H 0.804 0.968 0.805 0.2 -0.7 0.1
H 0.355 2.055 -0.415 0.0 0.5 -0.1
H 3.184 2.021 -0.206 -0.8 0.2 0.2
H 3.588 0.867 -1.409 0.6 -0.3 0.3
H 3.329 0.340 0.304 -0.4 -0.3 0.0
C 0.741 1.125 -4.419 -0.5 1.5 -0.7
O -0.418 0.568 -5.016 -0.8 -0.9 0.2
C -1.114 1.514 -5.829 -0.4 0.2 0.7
C -1.911 2.622 -5.065 0.2 -0.7 1.0
O -2.740 2.012 -4.037 -1.0 0.3 -0.3
C -4.004 1.415 -4.500 2.2 -0.5 -0.7
H 1.460 1.349 -5.207 0.3 0.0 -0.1
H 1.262 0.575 -3.635 -0.8 -0.5 -0.1
H 0.376 2.082 -4.046 0.7 0.2 0.7
H -1.942 1.025 -6.341 0.5 -0.7 -0.3
H -0.374 1.868 -6.547 -0.3 0.6 -0.3
H -2.514 3.251 -5.720 -0.1 -0.3 -0.5
H -1.275 3.334 -4.539 0.1 -0.2 0.2
H -4.469 0.793 -3.735 0.1 0.7 0.4
H -3.674 0.678 -5.232 -0.5 -0.1 -0.5
H -4.690 2.106 -4.990 0.1 0.3 0.3
C -1.658 3.926 -0.927 -0.2 0.5 -0.9
O -2.230 3.193 0.118 0.9 0.6 0.8
C -3.434 2.548 -0.190 0.3 -0.7 2.2
C -3.991 1.807 1.089 -0.2 0.1 -1.1
O -4.203 2.603 2.230 -0.1 0.8 -1.1
C -4.825 1.927 3.285 1.0 -0.6 0.4
H -2.247 4.811 -1.169 -0.3 0.2 0.1
H -1.562 3.386 -1.869 -0.2 -0.6 -0.1
H -0.648 4.283 -0.727 -0.1 -0.3 0.7
H -3.111 1.777 -0.890 -1.1 -0.2 -0.6
H -4.214 3.248 -0.488 0.1 0.0 -0.6
H -3.432 0.899 1.318 0.6 0.0 0.2
H -4.934 1.405 0.717 -0.5 -0.1 0.0
H -4.883 2.602 4.139 -0.3 0.0 -0.3
H -4.149 1.124 3.580 0.1 -0.3 0.4
H -5.769 1.431 3.063 -0.4 0.4 -0.3
C -4.336 -2.168 2.819 2.1 0.7 0.4
O -3.061 -2.742 2.390 0.1 -0.2 0.0
C -1.815 -2.233 2.951 -2.8 3.8 0.0
C -0.640 -2.816 2.374 1.0 -4.7 -0.4
O 0.580 -2.537 3.033 0.5 0.3 -1.1
C 1.391 -1.692 2.198 -0.1 1.1 1.2
H -5.139 -2.462 2.144 0.3 -0.3 0.2
H -4.264 -1.080 2.834 0.0 0.3 -0.5
H -4.513 -2.364 3.876 -0.3 -0.7 0.0
H -1.820 -2.242 4.041 0.1 -0.3 0.1
H -1.650 -1.207 2.624 -1.1 1.0 0.5
H -0.539 -2.798 1.289 -0.2 0.7 0.0
H -0.893 -3.855 2.587 0.8 -1.0 -0.3
H 1.416 -1.888 1.126 -0.4 -0.4 0.0
H 2.420 -1.629 2.552 0.0 -0.6 0.3
H 1.006 -0.689 2.384 0.0 0.4 -0.5
```
Positions in Å, forces in eV/Å.

## Properties
Charge: 0

These are the Löwdin partial charges, in e, on atoms 1 to 5: C -1.49; Br 0.52; Br 0.54; Br 0.56; H -0.08

---

One value per record, in order, for E: -625118.5461; -1106321.8520 eV.